Record 1
{"formula": "C15H30O5", "method": "ωB97M-V/def2-TZVPD", "elements": ["C", "C", "O", "C", "H", "H", "H", "H", "H", "H", "C", "C", "O", "C", "H", "H", "H", "H", "H", "H", "C", "C", "O", "C", "H", "H", "H", "H", "H", "H", "C", "C", "O", "C", "H", "H", "H", "H", "H", "H", "C", "C", "O", "C", "H", "H", "H", "H", "H", "H"], "coordinates": [[-0.661562, -5.326868, 1.425932], [-1.191893, -3.854590, 1.573848], [-2.344578, -3.711882, 1.870658], [-0.276992, -2.661211, 1.564274], [-1.304174, -5.894174, 0.752653], [-0.567582, -5.912960, 2.340135], [0.262077, -5.112040, 0.888485], [-0.907926, -1.858655, 1.946267], [0.113054, -2.530719, 0.554848], [0.587385, -2.816416, 2.209922], [-0.290431, 1.169212, 2.259674], [0.189484, 0.949385, 0.791333], [-0.663697, 0.709171, -0.064813], [1.733241, 1.192563, 0.543848], [-1.028563, 1.965031, 2.359384], [0.468311, 1.495829, 2.970826], [-0.676426, 0.204818, 2.589908], [1.893252, 1.255271, -0.532516], [2.366681, 0.386044, 0.913157], [2.076053, 2.119676, 1.003236], [-5.977454, 4.465067, 2.581513], [-5.816856, 2.986693, 2.255968], [-6.767168, 2.217285, 2.156550], [-4.364651, 2.473014, 2.170516], [-6.273787, 4.430589, 3.629897], [-6.762276, 4.934911, 1.988731], [-5.030987, 5.005100, 2.555732], [-4.210711, 1.794663, 1.331322], [-4.173419, 1.889484, 3.071076], [-3.619474, 3.261950, 2.068596], [1.418618, 0.880469, -3.960875], [0.123055, 1.353703, -3.277371], [-0.011525, 2.560765, -3.037758], [-1.030095, 0.292169, -2.950350], [1.390533, 0.833281, -5.049486], [1.791179, -0.032279, -3.495919], [2.202878, 1.618900, -3.794265], [-1.851539, 0.733610, -2.386030], [-0.659331, -0.548337, -2.363666], [-1.418226, 0.055041, -3.940919], [5.569187, -2.499152, -1.366622], [5.303378, -0.997929, -1.225746], [5.401252, -0.340765, -0.200413], [4.675124, -0.253077, -2.450448], [5.912029, -2.790423, -2.359459], [4.596303, -2.950180, -1.171254], [6.258652, -2.964375, -0.662141], [3.917336, -0.953535, -2.801464], [5.375842, 0.097788, -3.208065], [4.256419, 0.678084, -2.068710]], "forces_ev_per_a": [[0.3, 1.8, -1.4], [-0.2, -2.1, 1.6], [-1.0, 0.4, -0.2], [0.0, -0.5, -0.1], [-0.2, 0.2, 0.0], [0.2, 0.5, 0.1], [0.6, -1.0, 0.3], [0.4, 0.2, -0.4], [-0.1, 0.5, -0.1], [0.0, -0.1, 0.1], [0.6, -0.1, -0.4], [-0.6, 1.0, 0.2], [2.3, 0.2, 1.4], [-1.4, -0.4, -0.8], [-0.4, -0.3, -0.5], [0.5, -0.3, -0.3], [-0.3, 0.2, 0.2], [0.0, 0.0, 0.0], [-0.2, -0.1, 0.2], [-0.3, 0.0, 0.1], [0.0, -0.6, 0.3], [-0.2, -1.0, -0.4], [1.3, 1.3, 0.1], [-0.4, 0.0, -0.2], [-0.3, 0.3, 0.1], [0.1, 0.0, 0.1], [-0.2, 0.0, -0.3], [-0.3, -0.1, 0.0], [0.1, 0.0, 0.1], [-0.2, 0.1, 0.2], [0.2, 0.4, 0.7], [-1.0, 1.5, 0.6], [0.1, -2.5, -0.4], [1.2, 1.7, -0.5], [-0.6, -0.5, 0.0], [-0.2, -0.3, -0.4], [-0.2, 0.3, 0.3], [0.4, 0.3, 0.0], [0.1, -0.1, -0.5], [0.0, -0.6, 0.0], [0.0, 0.3, 0.2], [0.0, 1.7, 0.0], [0.3, -1.4, -0.6], [0.4, -0.6, 1.2], [-0.3, 0.2, -0.1], [-0.1, -0.2, -0.2], [0.0, 0.6, 0.3], [-0.1, 0.4, -0.7], [0.2, -0.7, -0.2], [-0.3, -0.3, 0.1]], "nbo_charge": [-0.72, 0.60, -0.54, -0.72, 0.23, 0.24, 0.20, 0.24, 0.23, 0.23, -0.73, 0.62, -0.55, -0.72, 0.24, 0.21, 0.23, 0.23, 0.24, 0.24, -0.72, 0.60, -0.54, -0.73, 0.24, 0.24, 0.22, 0.25, 0.24, 0.21, -0.73, 0.60, -0.55, -0.71, 0.24, 0.21, 0.23, 0.24, 0.23, 0.22, -0.73, 0.60, -0.55, -0.72, 0.23, 0.24, 0.24, 0.21, 0.24, 0.24], "homo_ev": -9.435, "gap_ev": 9.68, "mol_weight_da": 290.40, "e_lumo_ha": 0.0089, "de_lowest_kj_mol": 136.17}

---

Record 2
{"formula": "C4H7N2", "method": "ωB97M-V/def2-TZVPD", "elements": ["C", "C", "C", "C", "N", "N", "H", "H", "H", "H", "H", "H", "H"], "coordinates": [[0.904478, 1.200577, 1.118958], [-1.211959, -0.304062, -1.233631], [0.137776, -1.231430, 0.515002], [0.116421, 0.188806, -1.060718], [-0.141566, -1.247233, -0.928466], [0.476398, 0.290843, 0.317307], [1.453959, 2.087839, 0.828369], [1.257377, 0.832442, 2.062810], [-2.100074, -0.055360, -0.630809], [-1.404369, -0.459850, -2.322055], [-0.532351, -1.681881, 1.323781], [1.107406, -1.764608, 0.708573], [0.938597, 0.626481, -1.718613]], "forces_ev_per_a": [[2.0, -1.9, -1.0], [-1.8, -0.6, -2.1], [1.6, -0.3, 0.5], [3.7, 1.3, -0.8], [-0.8, -1.3, 0.3], [-1.2, 0.4, 3.3], [-0.9, 0.5, -0.7], [-0.7, -0.1, 0.9], [0.8, -0.2, 0.0], [-0.3, 0.4, 1.0], [0.1, 1.4, -1.3], [-0.6, 0.8, -0.3], [-1.8, -0.5, 0.3]], "nbo_charge": [0.10, -0.27, -0.06, 0.04, -0.33, -0.23, 0.24, 0.23, 0.25, 0.27, 0.26, 0.24, 0.26], "homo_ev": -14.945, "gap_ev": 9.48, "mol_weight_da": 83.11, "charge": 1, "e_lumo_ha": -0.2007, "de_lowest_kj_mol": 473.11}

---

Record 3
{"formula": "C3H11NSi", "method": "ωB97M-V/def2-TZVPD", "elements": ["C", "C", "C", "N", "Si", "H", "H", "H", "H", "H", "H", "H", "H", "H", "H", "H"], "coordinates": [[-0.746442, 0.474368, -2.155535], [-1.725721, -1.081293, -0.466234], [-1.782469, 0.006730, -1.198273], [1.609037, 0.984609, 1.043771], [2.635715, -0.378963, 1.114648], [0.171525, 0.480709, -1.559219], [-0.597921, -0.301568, -2.962925], [-1.027365, 1.351797, -2.701399], [-0.898091, -1.700364, -0.461894], [-2.491905, -1.368064, 0.289161], [4.076190, 0.082545, 0.985107], [-2.682306, 0.644272, -1.149210], [1.178388, 1.372383, 0.219329], [1.481469, 1.347658, 1.972982], [2.071915, -1.233315, 0.068471], [2.571434, -0.825271, 2.574328]], "forces_ev_per_a": [[0.6, -2.2, -0.6], [-1.8, 0.3, 1.4], [-1.7, 0.9, -0.3], [0.3, -0.5, 0.4], [0.5, 0.9, 0.8], [0.2, 0.7, -0.7], [0.0, 0.6, 0.8], [0.2, 0.8, 0.2], [1.7, -1.2, -0.2], [0.4, 0.4, -0.9], [-0.4, -0.7, -0.3], [0.4, -0.4, 0.2], [-0.1, 0.2, 0.6], [-0.7, 0.9, -0.5], [0.5, -0.7, -0.1], [-0.1, -0.2, -0.9]], "nbo_charge": [-0.66, -0.40, -0.17, -1.32, 1.09, 0.21, 0.22, 0.22, 0.18, 0.20, -0.20, 0.19, 0.41, 0.40, -0.19, -0.19], "homo_ev": -9.401, "gap_ev": 10.40, "mol_weight_da": 89.21, "e_lumo_ha": 0.0368, "de_lowest_kj_mol": 124.84}

---

Record 4
{"formula": "C23H14BrCl2FeN6O5", "method": "ωB97M-V/def2-TZVPD", "elements": ["Fe", "Cl", "C", "C", "C", "N", "C", "O", "C", "C", "C", "C", "C", "N", "C", "C", "C", "Cl", "N", "C", "O", "C", "C", "C", "C", "C", "N", "H", "H", "H", "H", "H", "H", "H", "H", "H", "H", "O", "N", "O", "O", "Br", "C", "C", "C", "C", "C", "N", "H", "H", "H", "H"], "coordinates": [[-0.079560, 0.297577, -0.528390], [4.747623, -4.395626, -0.204649], [3.926807, -2.870020, -0.238830], [2.558448, -2.869101, -0.494700], [1.878259, -1.664236, -0.519508], [0.504305, -1.483642, -0.741246], [-0.339331, -2.442419, -1.153168], [-0.122204, -3.625104, -1.367778], [-1.726447, -1.873904, -1.354185], [-2.744380, -2.676451, -1.833868], [-4.015897, -2.139774, -1.941652], [-4.219711, -0.822061, -1.561241], [-3.143409, -0.082584, -1.107401], [-1.918072, -0.593048, -0.998354], [2.573570, -0.454859, -0.291570], [3.936858, -0.465952, -0.051411], [4.607557, -1.685029, -0.021650], [6.310174, -1.672800, 0.293534], [1.751141, 0.671713, -0.297354], [2.159187, 1.951991, -0.333524], [3.290709, 2.403041, -0.377908], [0.958275, 2.866455, -0.225771], [1.093950, 4.239313, -0.153332], [-0.028903, 4.996650, 0.127763], [-1.243752, 4.355432, 0.332207], [-1.300275, 2.982053, 0.204629], [-0.221816, 2.254526, -0.074843], [2.047725, -3.800020, -0.678917], [-2.498570, -3.695027, -2.098952], [-4.837212, -2.734324, -2.319273], [-5.192501, -0.357021, -1.629833], [-3.261570, 0.958542, -0.847422], [4.480956, 0.452009, 0.101472], [2.080199, 4.659395, -0.293020], [0.035050, 6.074346, 0.199526], [-2.140287, 4.910369, 0.567952], [-2.231676, 2.445288, 0.317452], [-1.415409, 1.921668, -2.495089], [-0.504472, 1.361002, -3.111331], [-0.294599, 1.510658, -4.286995], [0.318597, 0.578267, -2.447236], [1.355309, 1.756875, 2.719262], [0.231556, 0.240383, 2.708175], [0.124127, -0.351929, 3.965452], [-0.686331, -1.449770, 4.137679], [-1.374648, -1.915650, 3.030070], [-1.195108, -1.277247, 1.826265], [-0.401996, -0.204698, 1.616833], [0.688344, 0.069501, 4.782902], [-0.774600, -1.925380, 5.104805], [-2.033233, -2.770478, 3.076129], [-1.712759, -1.658897, 0.968294]], "forces_ev_per_a": [[0.4, -0.4, 0.2], [0.0, 0.0, 0.0], [-0.1, -0.1, 0.0], [0.1, 0.0, 0.0], [0.1, 0.2, 0.0], [0.0, -0.1, 0.0], [0.0, 0.1, -0.2], [0.0, 0.0, 0.1], [0.0, -0.1, 0.0], [0.0, 0.0, 0.0], [0.0, 0.0, 0.0], [0.0, 0.0, 0.0], [0.0, 0.2, 0.0], [0.3, 0.2, -0.2], [-0.1, -0.1, 0.0], [0.1, -0.1, 0.0], [0.0, 0.1, 0.0], [0.0, 0.0, 0.0], [-0.2, 0.0, 0.2], [-0.1, 0.1, -0.1], [0.0, 0.0, 0.0], [0.1, -0.1, 0.0], [0.0, 0.0, 0.0], [0.0, 0.0, 0.0], [0.0, 0.0, 0.0], [0.0, 0.0, 0.0], [-0.1, 0.0, -0.3], [0.0, 0.0, 0.0], [0.0, 0.0, 0.0], [0.0, 0.0, 0.0], [0.0, 0.0, 0.0], [0.0, 0.0, 0.0], [0.0, 0.0, 0.0], [0.0, 0.0, 0.0], [0.0, 0.0, 0.0], [0.0, 0.0, 0.0], [0.0, 0.0, 0.0], [-0.1, -0.3, 0.0], [0.1, 0.3, 0.1], [0.1, -0.1, -0.2], [-0.8, 0.2, 0.5], [0.0, 0.0, -0.1], [0.0, 0.0, 0.1], [0.0, 0.0, 0.0], [0.0, 0.0, -0.1], [0.0, 0.0, 0.0], [0.0, 0.0, -0.1], [0.2, 0.1, 0.3], [0.0, 0.0, 0.0], [0.0, 0.0, 0.0], [0.0, 0.0, 0.0], [0.0, 0.0, -0.1]], "nbo_charge": [1.19, 0.02, -0.08, -0.25, 0.19, -0.60, 0.62, -0.62, 0.14, -0.21, -0.13, -0.25, 0.09, -0.49, 0.11, -0.24, -0.06, 0.02, -0.58, 0.64, -0.61, 0.16, -0.21, -0.13, -0.25, 0.09, -0.46, 0.27, 0.26, 0.23, 0.23, 0.21, 0.26, 0.26, 0.23, 0.23, 0.20, -0.50, 0.73, -0.38, -0.52, 0.12, 0.19, -0.27, -0.13, -0.24, 0.07, -0.48, 0.24, 0.23, 0.24, 0.21], "homo_ev": [-7.565, -7.726], "spin_multiplicity": 2, "gap_ev": [6.91, 6.72], "mol_weight_da": 661.06, "e_lumo_ha": [-0.0242, -0.0370], "de_lowest_kj_mol": 0.00}

---

Record 5
{"formula": "C4H7N2O2S4", "method": "ωB97M-V/def2-TZVPD", "elements": ["C", "C", "C", "C", "N", "N", "O", "O", "S", "S", "S", "S", "H", "H", "H", "H", "H", "H", "H"], "coordinates": [[-0.152858, -1.712875, -0.625091], [-1.075127, -1.016818, 0.355213], [0.795549, 0.587345, 0.517383], [1.726250, -0.538514, 0.334438], [1.258219, -1.646594, -0.179129], [-0.551736, 0.253621, 0.656446], [2.615547, 1.963805, -0.783203], [3.648727, -1.845976, -0.325483], [2.701660, 3.342775, 0.398457], [1.268475, 1.231380, -1.206393], [3.331223, -0.664575, 0.801410], [2.474265, -2.965156, -0.221947], [-0.526384, -2.728873, -1.028045], [-0.057290, -1.109180, -1.466048], [-1.987940, -0.757054, -0.052932], [-1.183210, -1.760997, 1.148125], [1.306692, 1.279698, 1.078713], [3.474500, 4.078092, -0.408083], [-1.097487, 0.821371, 1.220383]], "forces_ev_per_a": [[-0.2, -1.3, -0.8], [1.6, -2.0, 0.4], [0.2, -2.1, -2.1], [-1.6, -1.2, 0.0], [-0.3, -2.0, 0.6], [2.1, 0.6, 0.3], [1.7, 1.3, 1.0], [0.6, 0.1, 0.0], [-0.5, -1.2, -1.1], [-1.1, 0.9, -0.2], [1.5, 0.7, 0.4], [-1.2, 0.4, -0.1], [1.0, 1.4, 1.2], [-0.5, 1.1, -2.1], [-2.2, -0.6, -1.2], [-0.2, 0.5, 0.7], [0.1, 1.9, 2.0], [0.0, 0.0, -0.1], [-1.0, 1.3, 1.1]], "nbo_charge": [-0.24, -0.22, -0.18, 0.05, -0.49, -0.61, -0.82, -0.76, 0.27, 0.65, 0.80, 0.81, 0.27, 0.21, 0.23, 0.20, 0.25, 0.15, 0.42], "homo_ev": -12.537, "gap_ev": 8.19, "mol_weight_da": 243.38, "charge": 1, "e_lumo_ha": -0.1597, "de_lowest_kj_mol": 0.00}

---

Record 6
{"formula": "C15H25AsCl2N8O5Ru", "method": "ωB97M-V/def2-TZVPD", "elements": ["Ru", "N", "C", "C", "C", "O", "O", "H", "H", "H", "H", "H", "H", "N", "C", "N", "C", "N", "N", "C", "N", "C", "C", "C", "C", "C", "N", "H", "H", "H", "H", "H", "H", "H", "H", "C", "As", "C", "C", "O", "H", "H", "H", "H", "H", "H", "H", "H", "H", "O", "N", "O", "Cl", "C", "Cl", "H", "H"], "coordinates": [[-0.365072, 0.119263, -0.169499], [0.579881, -1.671630, -1.357411], [0.938437, -1.405023, -2.765529], [-0.281482, -0.989123, -3.583081], [-0.880361, 0.314746, -3.076451], [-0.772619, 1.355625, -3.682868], [-1.485222, 0.198595, -1.905485], [1.365221, -2.067524, -0.848769], [-0.200956, -2.320479, -1.294311], [1.392564, -2.291135, -3.214700], [1.690748, -0.611728, -2.776493], [-1.041632, -1.771915, -3.532914], [0.019714, -0.855046, -4.619908], [2.297834, -1.519607, 1.359596], [2.790606, -0.397749, 0.776777], [4.103044, -0.241669, 0.762959], [4.536962, 0.878239, 0.177688], [5.850080, 1.080968, 0.110382], [3.739127, 1.836904, -0.345965], [2.458824, 1.570617, -0.307701], [1.910064, 0.454574, 0.203092], [1.526138, 2.573279, -0.884571], [1.996479, 3.758916, -1.413140], [1.077073, 4.655395, -1.940762], [-0.263566, 4.325356, -1.934340], [-0.650626, 3.103761, -1.403992], [0.224350, 2.255692, -0.871782], [2.992132, -2.043101, 1.871768], [1.394646, -1.447617, 1.816268], [6.477734, 0.411565, 0.519496], [6.199280, 1.933727, -0.289237], [3.056726, 3.958374, -1.404305], [1.411095, 5.594403, -2.360504], [-1.008702, 4.985576, -2.353158], [-1.681335, 2.782150, -1.417027], [-3.550492, -3.765358, 0.499987], [-2.342404, -2.624416, 1.448081], [-0.998168, -3.756073, 2.214436], [-3.339505, -1.771493, 2.833327], [-1.708639, -1.571834, 0.298857], [-4.049983, -4.439762, 1.193750], [-2.993061, -4.338581, -0.238267], [-4.285346, -3.141542, -0.005493], [-1.477991, -4.556288, 2.777040], [-0.391645, -3.152352, 2.883207], [-0.400209, -4.187767, 1.414017], [-3.794576, -2.533878, 3.464188], [-4.110062, -1.155197, 2.373720], [-2.666236, -1.151996, 3.417979], [-0.096457, 1.399029, 2.324035], [-0.294780, 0.199641, 2.133732], [-0.163537, -0.638450, 3.027108], [-3.424143, 2.003407, 3.546019], [-2.888390, 2.679745, 2.011276], [-3.081420, 1.525186, 0.667056], [-1.835670, 2.922358, 2.087951], [-3.504476, 3.541227, 1.783864]], "forces_ev_per_a": [[-0.3, -0.4, 0.2], [0.0, 0.1, 0.0], [0.0, 0.0, 0.0], [0.0, 0.0, 0.0], [0.0, 0.0, 0.1], [0.0, 0.0, -0.1], [0.1, 0.0, 0.0], [0.0, 0.0, 0.0], [0.0, 0.0, 0.0], [0.0, 0.0, 0.0], [0.0, 0.0, 0.0], [0.0, 0.0, 0.0], [0.0, 0.0, 0.0], [0.0, 0.0, 0.0], [0.0, 0.0, 0.0], [-0.1, 0.0, 0.0], [0.0, 0.0, 0.0], [0.0, 0.0, 0.0], [0.0, 0.0, 0.0], [0.0, 0.0, 0.0], [0.1, 0.0, 0.0], [0.0, 0.0, 0.0], [0.0, 0.0, 0.0], [0.0, 0.0, 0.0], [0.0, 0.0, 0.0], [0.0, 0.0, 0.0], [0.1, 0.0, 0.0], [0.0, 0.0, 0.0], [0.0, 0.0, 0.0], [0.0, 0.0, 0.0], [0.0, 0.0, 0.0], [0.0, 0.0, 0.0], [0.0, 0.0, 0.0], [0.0, 0.0, 0.0], [0.0, 0.0, 0.0], [0.0, 0.0, 0.0], [0.0, 0.0, -0.3], [-0.1, 0.1, 0.1], [0.1, 0.1, 0.0], [0.1, -0.2, 0.2], [0.0, 0.0, 0.0], [0.0, 0.0, 0.0], [0.0, 0.0, 0.0], [0.0, 0.0, 0.0], [0.1, 0.0, 0.0], [0.0, 0.0, 0.0], [0.0, 0.0, 0.0], [0.0, 0.0, 0.0], [0.0, 0.1, 0.1], [-0.1, -0.3, 0.4], [0.2, 0.3, -0.6], [-0.1, 0.2, -0.1], [0.0, -0.1, 0.0], [-0.1, 0.1, 0.0], [0.1, -0.1, 0.0], [0.0, 0.0, 0.0], [0.0, 0.0, 0.0]], "mulliken_charge": [1.42, -0.36, -0.72, -0.63, 0.47, -0.61, -0.68, 0.27, 0.21, 0.41, 0.34, 0.33, 0.36, -0.22, 0.17, -0.72, 0.32, -0.31, -0.74, -0.77, 0.83, 1.11, -0.78, -0.58, -0.97, -0.28, 0.71, 0.30, 0.04, 0.25, 0.25, 0.55, 0.45, 0.44, 0.55, -1.10, 0.44, -1.07, -0.99, -0.45, 0.41, 0.36, 0.36, 0.43, 0.29, 0.35, 0.46, 0.34, 0.28, -0.55, 0.65, -0.73, -0.14, -0.27, -0.07, 0.14, 0.44], "homo_ev": [-11.089, -11.759], "spin_multiplicity": 6, "gap_ev": [8.00, 7.44], "mol_weight_da": 644.31, "charge": 1, "e_lumo_ha": [-0.1137, -0.1587], "de_lowest_kj_mol": 5.12}

---

Electronic energy for the records above, in order: -26277.126; -7230.835; -12655.851; -172729.981; -54665.783; -126577.893 eV